# C36H30IrN4O4S4

A structure of composition C36H30IrN4O4S4 (the ωB97M-V functional and the def2-TZVPD basis, the OMol25 dataset).

Maximum force ... 0.73 eV Å⁻¹
Energy above the lowest of the compared OMol25 structures with the same formula, charge and spin ... 2.75 kcal per mole
E_tot ... -98135.6200 eV
LUMO energy ... -2.87 eV
HOMO ... -10.832 eV
HOMO-LUMO gap ... 7.96 eV

ORCA input file:
```
! RIJCOSX wB97M-V def2-TZVPD def2/J DEFGRID3
* xyz 1 1
Ir -3.330 -0.377 -1.224
O -4.637 0.288 0.198
S -5.650 -0.193 -0.868
O -7.021 -0.097 -0.553
O -5.018 -1.556 -1.055
O -5.116 0.549 -2.067
N -1.844 0.278 -2.282
S -0.418 0.661 -2.243
N 0.732 -0.255 -1.539
S 1.029 -0.235 -0.016
N -0.089 -0.044 1.028
S -1.377 -1.100 1.103
N -2.061 -1.532 -0.124
C -2.317 -0.254 2.347
C -3.552 -0.836 2.601
C -4.378 -0.261 3.552
C -3.971 0.880 4.226
C -2.735 1.454 3.958
C -1.894 0.887 3.015
C -0.727 -2.515 1.960
C -0.681 -3.723 1.281
C -0.172 -4.832 1.941
C 0.267 -4.725 3.253
C 0.203 -3.508 3.920
C -0.295 -2.389 3.272
C 2.161 1.069 0.378
C 1.823 2.061 1.281
C 2.728 3.090 1.499
C 3.937 3.110 0.823
C 4.259 2.103 -0.082
C 3.367 1.072 -0.314
C 1.952 -1.730 0.188
C 2.514 -1.948 1.440
C 3.204 -3.126 1.657
C 3.325 -4.058 0.631
C 2.754 -3.823 -0.610
C 2.053 -2.649 -0.845
C -0.222 2.297 -1.574
C -1.196 2.769 -0.706
C -1.029 4.034 -0.159
C 0.080 4.800 -0.487
C 1.040 4.311 -1.365
C 0.896 3.049 -1.915
C 0.224 0.705 -3.888
C -0.679 1.084 -4.874
C -0.233 1.165 -6.183
C 1.089 0.873 -6.489
C 1.977 0.494 -5.491
C 1.548 0.406 -4.176
H -3.871 -1.706 2.041
H -5.348 -0.696 3.750
H -4.623 1.331 4.962
H -2.425 2.346 4.487
H -0.929 1.320 2.802
H -1.060 -3.779 0.270
H -0.135 -5.786 1.431
H 0.648 -5.598 3.766
H 0.529 -3.431 4.949
H -0.361 -1.439 3.787
H 0.868 2.034 1.784
H 2.482 3.877 2.199
H 4.639 3.914 1.002
H 5.207 2.121 -0.603
H 3.607 0.278 -1.011
H 2.409 -1.213 2.230
H 3.646 -3.319 2.625
H 3.869 -4.977 0.806
H 2.849 -4.555 -1.401
H 1.588 -2.450 -1.799
H -2.070 2.171 -0.484
H -1.784 4.424 0.511
H 0.191 5.792 -0.068
H 1.897 4.917 -1.630
H 1.634 2.666 -2.607
H -1.708 1.293 -4.616
H -0.924 1.451 -6.965
H 1.430 0.936 -7.514
H 3.003 0.258 -5.736
H 2.223 0.098 -3.392
*
```

Mulliken atomic charge list, values in e, 6 entries: 1.46, -0.51, 1.14, -0.63, -0.65, -0.67

# C31H58FINO8

A cluster of 5 separate species, C31H58FINO8 in total (the ωB97M-V functional and the def2-TZVPD basis, the OMol25 dataset).

Maximum force ... 5.87 eV Å⁻¹
E_tot ... -61764.2197 eV
LUMO energy ... -3.15 eV
HOMO ... -10.850 eV
HOMO-LUMO gap ... 7.70 eV

ORCA input file:
```
! RIJCOSX wB97M-V def2-TZVPD def2/J DEFGRID3
* xyz 1 1
C -3.926 2.118 -3.315
C -2.629 1.420 -2.628
O -2.836 -0.008 -2.759
C -1.960 -0.757 -1.935
O -1.376 -1.757 -2.493
C -1.710 -0.450 -0.369
C -1.083 -1.688 0.423
C 0.359 -1.407 1.074
C 1.386 -0.644 0.112
C 2.445 -1.610 -0.685
C 1.745 -2.845 -1.480
C 3.373 -2.106 0.558
F 4.710 -2.507 0.298
N 3.086 -1.225 1.745
C 2.459 0.011 1.139
I 4.253 0.965 0.233
C 1.969 1.187 2.119
C 1.239 2.370 1.322
C 2.095 3.732 1.215
C 2.013 4.361 -0.260
C 0.908 5.506 -0.448
C -0.446 5.281 0.374
O -0.509 6.155 1.538
C -1.019 5.486 2.678
C -2.561 5.626 3.115
O -0.279 4.786 3.424
H -3.981 1.712 -4.379
H -4.835 1.670 -2.765
H -3.907 3.250 -3.243
H -1.715 1.812 -3.202
H -2.612 1.802 -1.554
H -2.766 -0.262 0.058
H -1.145 0.535 -0.207
H -1.794 -1.897 1.307
H -1.030 -2.658 -0.166
H 0.788 -2.438 1.366
H 0.166 -0.872 2.073
H 0.998 0.031 -0.716
H 3.002 -1.105 -1.557
H 2.562 -3.385 -2.086
H 1.177 -3.551 -0.794
H 1.078 -2.340 -2.269
H 2.846 -3.087 0.854
H 2.660 -1.647 2.589
H 3.990 -0.844 2.102
H 2.867 1.593 2.706
H 1.229 0.826 2.918
H 0.294 2.648 1.922
H 0.839 2.056 0.286
H 3.210 3.529 1.418
H 1.767 4.532 1.955
H 3.035 4.861 -0.453
H 1.914 3.552 -1.056
H 1.351 6.519 -0.185
H 0.610 5.505 -1.561
H -1.307 5.586 -0.333
H -0.657 4.202 0.671
H -3.143 4.909 2.448
H -2.614 5.322 4.218
H -2.856 6.725 2.962
C 0.823 1.084 7.037
C 1.902 0.825 6.022
O 1.631 0.495 4.878
C 3.329 0.990 6.471
H -0.154 0.928 6.574
H 0.928 0.393 7.875
H 0.883 2.116 7.388
H 3.545 0.294 7.284
H 3.500 2.017 6.797
H 3.999 0.771 5.636
C -3.984 -2.972 -2.446
C -4.880 -3.849 -1.613
O -5.550 -3.387 -0.707
C -4.915 -5.317 -1.943
H -4.060 -1.940 -2.100
H -2.948 -3.297 -2.352
H -4.302 -3.012 -3.490
H -3.919 -5.750 -1.822
H -5.267 -5.460 -2.967
H -5.601 -5.825 -1.263
C 2.386 2.524 -4.191
C 2.847 3.938 -3.950
O 2.292 4.654 -3.139
C 4.022 4.429 -4.753
H 1.532 2.307 -3.544
H 2.076 2.406 -5.231
H 3.191 1.825 -3.955
H 3.785 4.396 -5.818
H 4.900 3.814 -4.542
H 4.243 5.462 -4.476
C -1.502 -8.648 0.000
C -2.581 -8.492 -1.039
O -3.737 -8.289 -0.723
C -2.171 -8.598 -2.484
H -1.941 -8.548 0.995
H -1.044 -9.636 -0.083
H -0.746 -7.869 -0.129
H -1.744 -9.584 -2.678
H -1.446 -7.818 -2.724
H -3.050 -8.467 -3.120
*
```

Mulliken atomic charge list, values in e, 6 entries: -1.17, 0.02, -0.28, 0.47, -0.58, -0.19

# C38H24F2HfN2O4P

A structure of composition C38H24F2HfN2O4P (the ωB97M-V functional and the def2-TZVPD basis, the OMol25 dataset).

Maximum force ... 1.54 eV Å⁻¹
Energy above the lowest of the compared OMol25 structures with the same formula, charge and spin ... 52.07 kcal per mole
E_tot ... -66993.8689 eV
LUMO energy ... -3.93 eV
HOMO ... -11.356 eV
HOMO-LUMO gap ... 7.43 eV

ORCA input file:
```
! RIJCOSX wB97M-V def2-TZVPD def2/J DEFGRID3
* xyz 1 1
Hf 0.175 -0.362 -1.414
F -5.149 -1.019 -2.906
C -3.884 -1.107 -3.330
C -2.864 -0.767 -2.455
C -1.519 -0.842 -2.820
C -1.230 -1.310 -4.128
C -2.290 -1.621 -4.992
F -2.087 -2.047 -6.249
C -3.616 -1.526 -4.615
C 0.192 -1.473 -4.484
C 0.626 -1.849 -5.755
C 1.977 -2.008 -6.012
C 2.877 -1.781 -4.986
C 2.384 -1.409 -3.748
N 1.083 -1.256 -3.482
H -3.186 -0.453 -1.474
H -4.403 -1.778 -5.307
H -0.073 -2.026 -6.550
H 2.314 -2.303 -6.993
H 3.941 -1.883 -5.124
H 3.086 -1.206 -2.952
O 4.338 0.025 -1.925
C 3.547 0.140 -1.014
O 2.237 0.163 -1.203
C 3.990 0.211 0.410
C 5.337 0.424 0.685
C 5.781 0.458 1.993
C 4.890 0.247 3.034
C 3.550 0.020 2.771
C 3.088 0.007 1.459
P 1.303 -0.114 1.092
C 0.588 -0.816 2.629
C -0.541 -0.322 3.272
C -1.135 -1.052 4.289
C -0.630 -2.289 4.655
C 0.474 -2.807 3.993
C 1.074 -2.075 2.987
C 0.991 1.707 1.156
C 0.788 2.447 -0.013
C 0.493 3.798 0.057
C 0.412 4.430 1.289
C 0.673 3.717 2.448
C 0.973 2.366 2.383
H 6.018 0.566 -0.140
H 6.822 0.646 2.203
H 5.236 0.274 4.056
H 2.867 -0.154 3.590
H -0.950 0.640 2.991
H -2.021 -0.667 4.772
H -1.101 -2.858 5.443
H 0.850 -3.787 4.249
H 1.932 -2.477 2.463
H 0.868 1.980 -1.009
H 0.299 4.354 -0.847
H 0.156 5.476 1.340
H 0.640 4.211 3.408
H 1.191 1.820 3.290
O -2.206 2.881 -0.765
C -2.296 1.823 -0.202
N -1.367 0.778 -0.375
C -1.774 -0.315 0.300
O -1.150 -1.393 0.122
C -2.983 -0.007 1.078
C -3.764 -0.749 1.942
C -4.889 -0.131 2.486
C -5.243 1.162 2.129
C -4.472 1.902 1.232
C -3.328 1.314 0.739
H -3.509 -1.769 2.182
H -5.505 -0.681 3.182
H -6.137 1.604 2.543
H -4.759 2.897 0.930
*
```

Mulliken atomic charge list, values in e, 6 entries: 1.41, -0.33, 0.00, -0.77, 0.78, -0.33